Entry 1:
The following is a quantum chemistry calculation of a cluster of 12 separate species, C37H111N22O19P5 in total, from OMol25.

Values from the calculation:
- SMILES string = CN(C)P(=O)(N(C)C)N(C)C.CN(C)P(=O)(N(C)C)N(C)C.CN(C)P(=O)(N(C)C)N(C)C.CN(C)P(=O)(N(C)C)N(C)C.CN(C)P(=O)(N(C)C)N(C)C.C[N+](=O)[O-].C[N+](=O)[O-].C[N+](=O)[O-].C[N+](=O)[O-].C[N+](=O)[O-].C[N+](=O)[O-].C[N+](=O)[O-]
- HOMO energy (eV) = -8.00
- HOMO-LUMO gap (eV) = 8.0

Structure (ORCA input):
```
! wB97M-V def2-TZVPD RIJCOSX def2/J DEFGRID3
* xyz 0 1
C 2.828 7.505 9.881
N 3.613 6.289 9.687
C 5.006 6.484 10.177
P 3.152 4.957 8.646
O 4.038 3.737 8.607
N 1.534 4.509 9.041
C 0.582 4.013 8.040
C 1.110 4.705 10.400
N 3.044 5.739 7.132
C 2.019 6.775 6.852
C 4.225 5.736 6.214
H 3.374 8.371 9.504
H 2.538 7.672 10.918
H 1.866 7.475 9.370
H 5.757 6.149 9.461
H 5.155 5.904 11.087
H 5.182 7.521 10.466
H 0.775 4.441 7.056
H 0.595 2.924 8.083
H -0.416 4.283 8.386
H 0.393 3.955 10.736
H 1.966 4.574 11.062
H 0.639 5.669 10.593
H 1.745 6.903 5.805
H 1.063 6.600 7.346
H 2.406 7.765 7.091
H 3.807 6.012 5.246
H 4.799 4.809 6.201
H 4.912 6.506 6.564
C -5.628 4.044 -9.447
N -5.410 5.414 -9.154
C -5.214 5.686 -7.708
P -5.159 6.572 -10.403
O -4.675 6.095 -11.723
N -6.725 7.245 -10.356
C -7.737 6.618 -11.234
C -7.279 7.935 -9.176
N -4.179 7.830 -9.652
C -2.728 7.548 -9.512
C -4.449 9.181 -10.186
H -6.575 3.745 -8.997
H -4.853 3.400 -9.031
H -5.654 3.965 -10.534
H -5.570 4.824 -7.144
H -5.821 6.537 -7.399
H -4.165 5.787 -7.430
H -8.691 7.145 -11.226
H -7.330 6.458 -12.232
H -7.976 5.688 -10.718
H -7.837 7.259 -8.528
H -6.529 8.452 -8.576
H -7.925 8.757 -9.482
H -2.289 8.170 -8.732
H -2.578 6.530 -9.153
H -2.195 7.646 -10.458
H -5.370 9.551 -9.736
H -4.591 9.231 -11.265
H -3.628 9.870 -9.988
C -0.029 2.247 -0.649
N 0.573 0.935 -0.603
C 2.030 0.911 -0.865
P -0.278 -0.475 -0.135
O -1.594 -0.100 0.435
N -0.454 -1.393 -1.602
C 0.682 -1.977 -2.330
C -1.653 -1.292 -2.379
N 0.748 -1.346 0.973
C 1.546 -0.519 1.888
C 0.554 -2.738 1.192
H -0.232 2.593 -1.663
H 0.633 2.877 -0.055
H -0.942 2.297 -0.056
H 2.734 1.230 -0.096
H 2.324 1.511 -1.726
H 2.220 -0.122 -1.156
H 0.910 -1.199 -3.059
H 1.518 -2.207 -1.669
H 0.350 -2.889 -2.825
H -2.521 -1.337 -1.722
H -1.577 -0.351 -2.923
H -1.707 -2.004 -3.202
H 1.520 -0.986 2.873
H 2.571 -0.472 1.519
H 1.164 0.502 1.864
H 0.198 -2.967 2.196
H 1.481 -3.267 0.972
H -0.070 -3.152 0.399
C -0.342 -8.506 15.513
N -0.307 -7.766 14.260
C 0.971 -7.048 13.976
P -1.634 -7.850 13.171
O -2.527 -8.985 13.516
N -2.226 -6.229 13.169
C -3.482 -5.835 13.772
C -1.430 -5.185 12.606
N -0.865 -8.011 11.611
C -1.666 -7.902 10.390
C 0.163 -9.023 11.362
H 0.273 -9.401 15.424
H -1.315 -8.927 15.768
H -0.006 -7.811 16.283
H 1.150 -7.165 12.907
H 1.804 -7.427 14.568
H 0.747 -5.996 14.150
H -3.889 -5.111 13.067
H -4.151 -6.684 13.914
H -3.274 -5.305 14.702
H -1.913 -4.591 11.830
H -1.168 -4.523 13.431
H -0.565 -5.617 12.102
H -2.293 -7.014 10.469
H -1.075 -7.754 9.485
H -2.331 -8.744 10.195
H 0.730 -8.823 10.454
H -0.300 -10.001 11.226
H 0.914 -9.091 12.149
C 5.540 -5.581 -8.503
N 5.214 -4.150 -8.836
C 5.681 -3.213 -7.763
P 4.337 -3.748 -10.216
O 4.365 -2.263 -10.491
N 4.876 -4.658 -11.515
C 4.052 -4.679 -12.745
C 6.305 -4.646 -11.855
N 2.733 -4.251 -9.942
C 2.277 -5.643 -9.632
C 1.612 -3.292 -10.181
H 5.240 -6.174 -9.367
H 4.964 -6.009 -7.682
H 6.593 -5.665 -8.236
H 5.417 -3.585 -6.773
H 5.097 -2.326 -8.008
H 6.748 -2.994 -7.797
H 4.549 -5.155 -13.590
H 3.200 -5.310 -12.490
H 3.604 -3.695 -12.884
H 6.504 -5.607 -12.328
H 6.629 -3.913 -12.594
H 6.994 -4.508 -11.021
H 3.130 -6.217 -9.270
H 1.491 -5.665 -8.877
H 1.944 -6.135 -10.546
H 0.714 -3.606 -9.649
H 1.341 -3.397 -11.232
H 1.795 -2.232 -10.006
C 5.993 5.341 -7.134
N 5.959 6.752 -6.538
O 6.589 7.631 -7.150
O 5.327 6.873 -5.491
H 5.688 4.580 -6.416
H 6.994 4.982 -7.373
H 5.328 5.428 -7.993
C 0.669 11.307 -3.028
N 1.479 11.886 -1.938
O 1.707 11.202 -0.952
O 1.958 12.993 -2.076
H 0.710 10.223 -2.929
H 1.047 11.650 -3.991
H -0.347 11.662 -2.855
C -8.585 -4.633 -7.901
N -8.682 -5.549 -6.719
O -9.777 -5.997 -6.475
O -7.644 -5.690 -6.097
H -7.578 -4.216 -7.898
H -9.429 -3.961 -7.745
H -8.723 -5.246 -8.792
C 8.183 -3.147 7.415
N 6.952 -3.819 6.951
O 6.904 -4.281 5.814
O 6.008 -3.873 7.744
H 8.904 -3.374 6.630
H 8.522 -3.411 8.417
H 7.960 -2.084 7.325
C -7.515 -4.065 4.131
N -7.131 -5.271 4.964
O -6.115 -5.869 4.562
O -7.832 -5.627 5.886
H -6.908 -4.031 3.227
H -7.307 -3.187 4.742
H -8.583 -4.260 4.030
C 6.590 -7.941 -1.072
N 6.795 -9.387 -0.809
O 6.127 -10.149 -1.509
O 7.651 -9.720 0.026
H 5.556 -7.923 -1.417
H 7.311 -7.530 -1.778
H 6.736 -7.405 -0.134
C -8.567 3.236 0.238
N -9.299 2.420 1.251
O -9.104 2.761 2.418
O -10.004 1.558 0.811
H -7.822 3.753 0.842
H -9.197 3.993 -0.230
H -8.087 2.586 -0.493
*
```

Results of the Löwdin charge analysis, in e, for atoms 1 through 8: number 1, C, carries -0.149; number 2, N, carries -0.296; number 3, C, carries -0.101; number 4, P, carries 0.626; number 5, O, carries -0.317; number 6, N, carries -0.313; number 7, C, carries -0.097; number 8, C, carries -0.144

Entry 2:
The following is a quantum chemistry calculation of a structure of composition C37H19CoN5O7S2, from OMol25.

Values from the calculation:
- HOMO energy (spin up / spin down) (eV) = -6.09 / -6.07
- HOMO-LUMO gap (spin up / spin down) (eV) = 4.0 / 4.0

Structure (ORCA input):
```
! wB97M-V def2-TZVPD RIJCOSX def2/J DEFGRID3
* xyz 0 2
Co 0.444 0.097 -0.693
O 2.341 5.865 3.610
N 1.672 5.608 2.613
O 0.872 6.403 2.131
C 1.821 4.325 2.034
C 2.648 3.432 2.703
C 2.807 2.115 2.271
C 3.703 1.194 2.865
C 3.800 -0.069 2.347
C 2.981 -0.440 1.268
N 2.111 0.385 0.723
C 2.036 1.644 1.175
C 1.177 2.555 0.479
N 0.448 2.044 -0.533
C -0.259 2.869 -1.300
C -0.265 4.239 -1.090
C 0.405 4.779 -0.010
C 1.127 3.926 0.844
H 3.182 3.779 3.574
H 4.309 1.508 3.701
H 4.503 -0.785 2.745
H 3.057 -1.425 0.833
H -0.839 2.432 -2.101
H -0.816 4.877 -1.762
H 0.370 5.840 0.179
O 0.049 1.366 -6.443
C 0.107 0.635 -5.489
C 1.351 0.276 -4.679
O 2.465 0.074 -5.102
C 0.838 0.180 -3.302
C -0.601 0.064 -3.322
O -1.263 0.052 -2.264
C -1.056 0.013 -4.733
O -2.052 -0.489 -5.196
O 1.469 0.213 -2.200
S -1.361 2.783 3.931
C -2.392 3.484 5.105
C -3.580 2.831 5.204
C -3.672 1.730 4.333
C -2.549 1.555 3.564
C -2.252 0.541 2.584
C -1.188 0.765 1.695
N -0.774 -0.096 0.787
C -1.413 -1.297 0.734
C -2.530 -1.608 1.545
C -3.140 -2.889 1.368
C -2.658 -3.787 0.477
C -1.517 -3.503 -0.334
C -0.969 -4.382 -1.263
C 0.143 -3.985 -2.013
C 0.670 -2.699 -1.782
N 0.179 -1.851 -0.903
C -0.907 -2.236 -0.184
C 0.759 -4.847 -2.986
C 0.331 -6.073 -3.434
C 1.196 -6.653 -4.376
C 2.278 -5.872 -4.646
S 2.259 -4.407 -3.758
C -2.955 -0.663 2.475
H -2.054 4.346 5.645
H -4.362 3.129 5.880
H -4.545 1.107 4.269
H -0.670 1.710 1.763
H -4.004 -3.129 1.970
H -3.130 -4.751 0.361
H -1.401 -5.363 -1.389
H 1.534 -2.379 -2.351
H -0.579 -6.543 -3.108
H 1.024 -7.609 -4.837
H 3.090 -6.068 -5.319
H -3.797 -0.876 3.115
*
```

Results of the Löwdin charge analysis, in e, for atoms 1 through 8: number 1, Co, carries 0.503; number 2, O, carries 0.076; number 3, N, carries -0.329; number 4, O, carries 0.078; number 5, C, carries -0.087; number 6, C, carries 0.086; number 7, C, carries -0.121; number 8, C, carries 0.019

DFT total energy readings, ordered: -5816.6806 -4400.9563 Ha